(1)
The molecule C23H25N3O4S. Source: the Open Molecules 2025 dataset; level of theory: ωB97M-V/def2-TZVPD.

The geometry in XYZ format:
```
56
Properties=species:S:1:pos:R:3
C -1.328 -1.327 -1.821
C -2.230 -0.701 -2.877
C -3.187 0.355 -2.323
C -4.261 -0.196 -1.383
N -3.763 -0.419 -0.046
C -3.940 -1.561 0.631
O -4.562 -2.522 0.232
C -3.289 -1.537 2.016
S -1.501 -1.874 1.957
C -0.821 -0.283 1.654
N -1.626 0.692 1.404
C -1.102 1.931 1.147
C -1.962 2.982 0.808
C -1.441 4.227 0.536
C -0.067 4.455 0.593
C 0.790 3.430 0.925
C 0.281 2.161 1.205
C 1.177 1.065 1.546
O 2.377 1.158 1.682
N 0.533 -0.175 1.728
C 1.385 -1.333 1.888
C 1.555 -2.063 0.538
C 2.714 -3.062 0.619
O 3.923 -2.404 0.904
C 4.120 -1.268 0.152
C 5.392 -0.715 0.108
C 5.630 0.419 -0.644
C 4.602 1.004 -1.365
C 3.329 0.470 -1.314
C 3.079 -0.659 -0.548
O 1.789 -1.142 -0.503
H -1.906 -1.925 -1.121
H -0.595 -1.977 -2.294
H -0.786 -0.559 -1.272
H -2.809 -1.486 -3.366
H -1.605 -0.227 -3.638
H -3.693 0.834 -3.164
H -2.616 1.126 -1.797
H -5.093 0.519 -1.331
H -4.651 -1.149 -1.749
H -3.147 0.281 0.363
H -3.701 -2.348 2.616
H -3.422 -0.577 2.511
H -3.025 2.798 0.768
H -2.106 5.037 0.274
H 0.322 5.437 0.375
H 1.859 3.573 0.975
H 2.356 -0.960 2.228
H 0.963 -2.013 2.631
H 0.626 -2.576 0.268
H 2.787 -3.590 -0.343
H 2.554 -3.786 1.420
H 6.176 -1.192 0.674
H 6.621 0.845 -0.669
H 4.787 1.886 -1.959
H 2.507 0.918 -1.850
```

M = 439.54 g mol⁻¹
HOMO level = -8.380 eV
strongest force on any atom = 0.74 eV/A
Kohn-Sham gap = 8.691 eV
ΔE to the lowest compared entry with this formula, charge and spin = 0.205 eV
DFT total energy = -1754.92364 Eh

=====

(2)
The molecule C3H4BrNS at a distorted geometry. Source: the Open Molecules 2025 dataset; level of theory: ωB97M-V/def2-TZVPD.

The geometry in XYZ format:
```
10
Properties=species:S:1:pos:R:3
C -0.170 1.100 -0.018
C -1.420 1.011 0.004
C 0.807 -0.070 0.374
N 0.634 -1.265 -0.315
S -0.699 -2.190 0.023
Br -3.089 0.452 -0.122
H 0.514 2.096 -0.198
H 1.799 0.366 0.170
H 0.586 -0.305 1.403
H 1.037 -1.192 -1.320
```

M = 166.04 g mol⁻¹
HOMO level (spin up / spin down) = -7.622 / -8.275 eV
strongest force on any atom = 4.39 eV/A
Kohn-Sham gap (spin up / spin down) = 6.758 / 8.077 eV
ΔE to the lowest compared entry with this formula, charge and spin = 4.345 eV
DFT total energy = -3143.49230 Eh

=====

(3)
A cluster of 2 separate species, C7H16N2O2 in total at a distorted geometry. Source: the Open Molecules 2025 dataset; level of theory: ωB97M-V/def2-TZVPD.

The geometry in XYZ format:
```
27
Properties=species:S:1:pos:R:3
C 1.511 0.589 -0.640
C 2.083 1.176 0.698
N 0.752 1.442 1.388
C 0.079 2.626 0.769
C -0.062 0.336 1.859
C 0.690 -0.996 2.057
O -1.209 0.394 2.202
H 1.527 1.483 -1.243
H 0.378 0.481 -0.382
H 2.334 -0.032 -0.869
H 2.887 0.664 1.199
H 2.421 2.249 0.666
H 0.737 3.169 0.122
H -0.721 2.678 -0.018
H -0.636 3.099 1.558
H 0.952 -0.833 3.147
H -0.085 -1.817 1.853
H 1.657 -0.912 1.429
C -1.729 -2.114 -0.669
C -2.296 -1.617 -1.956
N -1.401 -1.780 -3.059
O -3.252 -0.837 -2.226
H -2.212 -3.042 -0.294
H -1.815 -1.284 0.104
H -0.696 -2.011 -0.790
H -1.525 -1.348 -4.047
H -0.367 -1.762 -2.856
```

M = 160.22 g mol⁻¹
HOMO level = -9.065 eV
strongest force on any atom = 6.19 eV/A
Kohn-Sham gap = 9.684 eV
ΔE to the lowest compared entry with this formula, charge and spin = 3.921 eV
DFT total energy = -536.17604 Eh

=====

(4)
A cluster of 12 separate species, C24H72N8O12 in total at a distorted geometry. Source: the Open Molecules 2025 dataset; level of theory: ωB97M-V/def2-TZVPD.

The geometry in XYZ format:
```
116
Properties=species:S:1:pos:R:3
C -0.413 0.157 -0.727
O -0.609 -0.328 0.606
H -1.341 0.505 -1.181
H 0.342 0.934 -0.612
H -0.107 -0.577 -1.472
H -0.814 0.364 1.238
C -2.571 1.991 3.441
O -1.556 1.368 2.639
H -3.499 1.422 3.505
H -2.206 2.167 4.453
H -2.839 2.954 3.006
H -0.779 1.921 2.751
C 3.042 -0.721 0.658
O 2.790 0.086 1.501
N 2.303 -1.783 0.431
N 4.039 -0.663 -0.189
H 1.362 -1.711 0.793
H 2.573 -2.487 -0.241
H 4.182 -1.334 -0.930
H 4.408 0.273 -0.279
C 0.990 -2.131 4.482
O 1.829 -1.749 5.296
N 0.161 -3.102 4.693
N 0.717 -1.454 3.393
H 0.087 -3.569 5.586
H -0.549 -3.207 3.982
H 0.048 -1.644 2.660
H 1.329 -0.662 3.250
C -1.222 -4.041 1.242
O -1.929 -3.720 2.219
N -0.844 -3.200 0.309
N -0.838 -5.275 0.873
H -0.280 -3.645 -0.400
H -1.082 -2.221 0.388
H -0.361 -5.415 -0.005
H -1.078 -6.015 1.518
C -3.015 -1.101 5.057
O -2.946 -0.099 5.774
N -3.398 -2.252 5.511
N -2.553 -1.176 3.852
H -3.405 -3.031 4.868
H -3.588 -2.290 6.502
H -2.497 -2.039 3.329
H -2.048 -0.432 3.393
C 3.407 3.608 0.083
C 3.707 2.670 -1.050
C 3.841 3.284 -2.470
O 4.922 1.986 -0.817
H 3.701 3.207 1.053
H 2.337 3.816 0.044
H 3.978 4.534 0.021
H 2.920 1.916 -1.031
H 2.893 3.670 -2.843
H 4.176 2.511 -3.162
H 4.615 4.050 -2.527
H 5.558 2.641 -0.520
C 1.364 -0.047 -5.956
C 2.515 -0.343 -4.973
C 2.099 -0.181 -3.530
O 2.974 -1.736 -5.097
H 0.519 -0.710 -5.769
H 1.776 -0.305 -6.931
H 1.083 1.005 -5.912
H 3.341 0.334 -5.189
H 2.786 -0.455 -2.729
H 1.224 -0.810 -3.363
H 1.755 0.828 -3.306
H 3.386 -1.862 -5.955
C -0.954 -5.449 -3.327
C 0.266 -4.563 -2.962
C -0.152 -3.119 -2.934
O 0.817 -4.820 -1.715
H -1.635 -5.572 -2.485
H -0.666 -6.404 -3.767
H -1.565 -4.991 -4.105
H 1.002 -4.626 -3.763
H -0.175 -2.724 -3.949
H 0.688 -2.609 -2.463
H -1.030 -2.885 -2.332
H 1.645 -4.335 -1.717
C -4.244 -0.014 -0.722
C -5.600 0.216 -0.034
C -5.596 0.280 1.506
O -6.051 1.451 -0.508
H -4.290 -0.021 -1.811
H -3.909 -1.021 -0.475
H -3.418 0.654 -0.479
H -6.294 -0.581 -0.300
H -6.468 0.801 1.900
H -4.671 0.736 1.857
H -5.610 -0.717 1.947
H -5.310 2.056 -0.583
C 0.139 3.639 -4.123
C -0.676 2.829 -3.163
C -0.544 3.395 -1.739
O -1.996 2.751 -3.668
H 1.140 3.924 -3.799
H -0.449 4.529 -4.348
H 0.267 3.050 -5.031
H -0.229 1.838 -3.080
H -1.089 2.754 -1.045
H -0.966 4.398 -1.679
H 0.507 3.466 -1.459
H -2.133 2.023 -4.279
C 1.106 4.206 3.418
C 1.658 2.769 3.500
C 1.359 2.075 4.844
O 1.132 2.083 2.430
H 1.450 4.789 4.272
H 0.017 4.238 3.378
H 1.454 4.670 2.496
H 2.725 2.806 3.281
H 0.272 2.133 4.902
H 1.718 2.700 5.662
H 1.876 1.123 4.961
H 1.768 1.385 2.259
```

M = 664.88 g mol⁻¹
HOMO level (spin up / spin down) = -11.775 / -11.770 eV
strongest force on any atom = 5.39 eV/A
Kohn-Sham gap (spin up / spin down) = 9.658 / 3.528 eV
total charge = +1
<S²> = 0.772
multiplicity = 2
DFT total energy = -2298.30243 Eh